The following is a DFT calculation (wB97M-V/def2-TZVPD) of a 2-piece molecular cluster, C3H6N2 overall in a non-equilibrium geometry.

Last column: Löwdin charge in e.
Geometry (Å):
C1 1.76413 -0.75644 0.06936  -0.08
C2 0.36665 -0.26113 -0.17263  -0.27
N1 -0.62279 -0.34726 0.62366  0.05
C3 -3.03882 2.42458 -0.90959  -0.12
N2 -2.57535 1.47316 -0.39841  0.01
H1 2.47798 0.07022 -0.01594  0.08
H2 1.85845 -1.20258 1.06496  0.07
H3 2.05057 -1.50122 -0.68208  0.08
H4 0.17553 0.23536 -1.13090  0.11
H5 -2.10074 0.68812 0.06165  -0.01
H6 -0.35561 -0.82279 1.48993  0.07

Computed properties:
Net charge ... 0
Relative energy (zero: lowest compared OMol25 entry of this formula, charge and spin) ... 153.2 kJ/mol
2S+1 ... 1
LUMO level ... 0.805 eV
HOMO ... -0.3959 Ha

---

The following is a DFT calculation (wB97M-V/def2-TZVPD) of C34H38Br2N6O11Sr as an isolated structure in a non-equilibrium geometry.

Last column: Löwdin charge in e.
Geometry (Å):
N1 -3.90122 -5.73570 1.42729  0.35
H1 -4.88685 -5.63059 1.23344  0.17
H2 -3.70623 -6.36864 2.18983  0.16
H3 -3.35543 -4.90572 1.60986  0.16
H4 -3.52872 -6.15055 0.58513  0.16
Sr1 -0.45989 -4.21551 6.99962  1.25
C1 0.39167 1.26748 2.89413  -0.09
C2 0.17123 -0.15992 2.39386  -0.43
O1 -0.75556 -0.95086 3.04237  -0.18
H5 1.16383 1.76293 2.30557  0.07
H6 0.73168 1.33838 3.92731  0.07
H7 -0.55738 1.80122 2.84381  0.08
H8 1.10989 -0.70167 2.27756  0.11
H9 -0.07866 -0.07188 1.33655  0.12
Br1 1.13599 5.26228 9.40527  0.62
C3 2.79245 5.65041 8.55743  -0.70
C4 2.94417 7.21168 8.66244  -0.61
Br2 1.54727 8.20885 7.53977  0.49
H10 2.81947 5.27043 7.53616  0.06
H11 3.57125 5.21627 9.18440  0.05
H12 3.88186 7.61146 8.27643  0.05
H13 2.78398 7.56392 9.68144  0.04
C5 2.79326 0.54481 -6.18434  -0.09
C6 1.42598 0.55604 -6.28402  -0.07
C7 0.84787 0.40691 -7.55563  0.01
C8 1.64850 0.25294 -8.68461  -0.14
C9 3.03173 0.34433 -8.55233  -0.01
C10 3.57743 0.48500 -7.32389  -0.08
N2 1.08733 0.03764 -9.99333  -0.37
O2 -0.09268 0.15493 -10.13010  0.10
O3 1.78465 -0.21051 -10.96706  0.08
H14 3.23607 0.71262 -5.21369  0.11
H15 0.84033 0.61049 -5.37823  0.10
H16 -0.22693 0.38691 -7.65952  0.12
H17 3.67534 0.14109 -9.39546  0.13
H18 4.64515 0.39033 -7.19194  0.11
C11 7.20326 2.55133 -0.41933  -0.10
C12 6.51272 3.75151 -0.48348  -0.06
C13 6.77994 4.59749 -1.59204  0.01
C14 7.67406 4.19650 -2.62387  -0.10
C15 8.37314 2.99274 -2.47129  -0.01
C16 8.14074 2.15962 -1.37245  -0.07
N3 7.89332 5.01983 -3.87314  -0.36
O4 7.43072 6.15501 -3.88503  0.06
O5 8.49514 4.63940 -4.82599  0.10
H19 6.96628 1.82644 0.34537  0.10
H20 5.79986 4.01461 0.28399  0.10
H21 6.31750 5.57344 -1.60005  0.11
H22 9.15641 2.79472 -3.18799  0.12
H23 8.67202 1.24706 -1.14578  0.10
C17 5.81705 -6.43135 -2.22884  -0.05
C18 6.60072 -7.05105 -1.28069  -0.07
C19 6.32244 -6.96601 0.04621  -0.01
C20 5.11137 -6.41388 0.47332  -0.11
C21 4.21969 -5.94144 -0.51565  -0.02
C22 4.58734 -5.94447 -1.81943  -0.08
N4 4.77960 -6.30057 1.92303  -0.37
O6 3.79359 -5.72057 2.32344  0.04
O7 5.59996 -6.72043 2.67552  0.09
H24 6.12099 -6.33543 -3.26074  0.12
H25 7.47146 -7.58339 -1.63401  0.12
H26 6.98032 -7.41961 0.77274  0.12
H27 3.22180 -5.68848 -0.18910  0.11
H28 3.95034 -5.50176 -2.57087  0.11
C23 -6.17910 1.44025 8.44792  -0.07
C24 -5.89956 1.14358 7.11229  -0.08
C25 -6.99394 0.82341 6.30095  -0.03
C26 -8.32745 0.83842 6.71870  -0.11
C27 -8.60963 1.29103 8.01220  0.01
C28 -7.51668 1.47384 8.88127  -0.06
N5 -9.46498 0.40529 5.80318  -0.32
O8 -9.22654 0.28724 4.59354  0.05
O9 -10.59297 0.25522 6.26188  0.08
H29 -5.38231 1.58880 9.16169  0.10
H30 -4.90526 1.15457 6.69081  0.10
H31 -6.73730 0.56161 5.28508  0.11
H32 -9.59725 1.47765 8.40739  0.12
H33 -7.67095 1.56323 9.94645  0.11
C29 -7.79050 0.76515 -2.88074  -0.03
C30 -8.78322 0.65583 -3.91336  -0.04
C31 -8.51569 -0.02851 -5.10206  -0.01
C32 -7.35870 -0.74120 -5.20400  -0.18
C33 -6.35735 -0.71236 -4.26170  -0.01
C34 -6.54705 0.08735 -3.11739  -0.07
N6 -7.17608 -1.52522 -6.40514  -0.38
O10 -6.12397 -2.06231 -6.57557  0.09
O11 -8.07250 -1.63837 -7.20546  0.09
H34 -7.92265 1.22578 -1.91288  0.10
H35 -9.77191 1.08973 -3.88836  0.10
H36 -9.24314 0.11681 -5.88698  0.13
H37 -5.47630 -1.33535 -4.21668  0.11
H38 -5.83726 0.20965 -2.31263  0.09

Computed properties:
Net charge ... +2
Relative energy (zero: lowest compared OMol25 entry of this formula, charge and spin) ... 869.7 kJ/mol
2S+1 ... 1
LUMO level ... -8.987 eV
HOMO ... -0.4359 Ha

---

The following is a DFT calculation (wB97M-V/def2-TZVPD) of C41H38F2MnN3OP as an isolated structure.

Last column: Löwdin spin population.
Geometry (Å):
Mn1 0.41244 -0.18909 -0.90692  1.07
C1 3.02243 2.16205 1.65849  0.00
C2 2.32005 3.29963 0.92363  0.00
C3 2.34851 3.10285 -0.58269  0.00
C4 0.88059 3.49191 1.40015  0.00
C5 0.78076 4.04410 2.82852  0.00
O1 -0.03220 3.08807 3.52230  0.00
C6 -0.37173 2.13154 2.61195  0.00
N1 0.08709 2.24395 1.43751  0.00
C7 -1.32684 1.13645 3.16006  0.00
C8 -2.00605 1.55295 4.31222  0.00
C9 -2.95290 0.75946 4.92927  0.00
C10 -3.23403 -0.48615 4.40054  0.00
C11 -2.56012 -0.91262 3.27024  0.00
C12 -1.59873 -0.13184 2.61907  0.00
P1 -0.71078 -0.94743 1.19798  0.00
C13 0.42772 -2.03916 2.14743  0.00
C14 0.41672 -2.15599 3.53584  0.00
C15 1.29935 -3.01069 4.18466  0.00
C16 2.20314 -3.76577 3.45582  0.00
C17 2.23799 -3.64301 2.07375  0.00
C18 1.37060 -2.77648 1.42960  0.00
C19 -2.04445 -2.10915 0.69713  0.00
C20 -3.11482 -1.57268 -0.01872  0.00
C21 -4.13396 -2.38535 -0.48347  0.00
C22 -4.09512 -3.75497 -0.24421  0.00
C23 -3.03832 -4.29636 0.46959  0.00
C24 -2.01822 -3.47702 0.94157  0.00
H1 4.08448 2.15745 1.40695  0.00
H2 2.60761 1.19848 1.36164  0.00
H3 2.94048 2.26542 2.74498  0.00
H4 2.83182 4.24227 1.16015  0.00
H5 1.81900 2.18766 -0.85397  0.00
H6 3.36600 3.00064 -0.95657  0.00
H7 1.87984 3.94353 -1.10262  0.00
H8 0.38693 4.17103 0.69614  0.00
H9 0.28795 5.01426 2.88627  0.00
H10 1.74903 4.10061 3.32604  0.00
H11 -1.78136 2.52550 4.72026  0.00
H12 -3.46146 1.11619 5.81538  0.00
H13 -3.96645 -1.13460 4.86418  0.00
H14 -2.78415 -1.89905 2.89168  0.00
H15 -0.27584 -1.57823 4.13085  0.00
H16 1.27748 -3.07958 5.26491  0.00
H17 2.89083 -4.43172 3.96134  0.00
H18 2.96429 -4.20037 1.49604  0.00
H19 1.46831 -2.62100 0.36547  0.00
H20 -3.14200 -0.50557 -0.21835  0.00
H21 -4.95834 -1.95353 -1.03770  0.00
H22 -4.88834 -4.39355 -0.61163  0.00
H23 -3.00449 -5.36089 0.66523  0.00
H24 -1.19738 -3.90914 1.50087  0.00
C25 -2.12776 3.01143 -2.30458  0.00
C26 -2.85853 2.40039 -3.31406  0.00
C27 -2.70043 1.04512 -3.52764  0.00
C28 -1.81138 0.33662 -2.72734  -0.01
N2 -1.09295 0.93343 -1.76571  -0.01
C29 -1.25492 2.24450 -1.55780  0.00
C30 -1.56133 -1.10510 -2.83386  -0.01
C31 -2.18648 -1.93264 -3.75747  0.00
C32 -1.90220 -3.28403 -3.75030  -0.01
C33 -0.99844 -3.77052 -2.81890  0.00
C34 -0.41554 -2.88132 -1.93724  -0.01
N3 -0.68271 -1.57450 -1.93386  -0.01
H25 -2.22113 4.06884 -2.10119  0.00
H26 -3.54041 2.97318 -3.92834  0.00
H27 -3.25942 0.54705 -4.30646  0.00
H28 -0.65664 2.66304 -0.76101  0.00
H29 -2.88778 -1.52935 -4.47336  0.00
H30 -2.37855 -3.94696 -4.46028  0.00
H31 -0.74543 -4.81991 -2.76877  0.00
H32 0.29309 -3.22365 -1.19648  0.00
F1 2.02800 -0.44320 0.01364  0.00
F2 5.88763 3.25715 -3.43740  0.00
C35 4.81603 2.43827 -3.26302  0.00
C36 4.94158 1.33214 -2.44610  0.00
C37 3.84556 0.50214 -2.26863  0.00
C38 2.62262 0.75393 -2.90132  0.00
C39 1.44627 -0.13113 -2.70030  -0.01
C40 2.54913 1.88477 -3.71912  0.00
C41 3.63350 2.73342 -3.90530  0.00
H33 5.88684 1.13440 -1.95679  0.00
H34 3.91846 -0.34938 -1.60415  0.00
H35 1.79570 -1.17395 -2.70684  0.00
H36 0.76669 -0.01947 -3.55651  0.00
H37 1.61684 2.10392 -4.23008  0.00
H38 3.57066 3.60637 -4.54227  0.00

Computed properties:
Net charge ... 0
2S+1 ... 2
LUMO level (alpha / beta) ... -0.339 / -0.310 eV
HOMO (alpha / beta) ... -0.2485 / -0.2435 Ha

---

The following is a DFT calculation (wB97M-V/def2-TZVPD) of a 2-piece molecular cluster, C20H33NO5 overall.

Last column: Löwdin charge in e.
Geometry (Å):
C1 -2.69905 -3.92491 -0.45210  0.02
C2 -3.05943 -2.88444 -1.48522  -0.54
O1 -4.15370 -2.39505 -1.52285  0.11
O2 -2.12575 -2.55687 -2.41257  -0.01
C3 -0.86813 -2.10795 -1.85700  -0.17
C4 0.06148 -1.69720 -2.99182  -0.14
C5 1.50960 -2.20900 -2.84636  -0.19
C6 2.11306 -2.09497 -1.45018  -0.21
C7 2.54886 -0.67642 -1.03918  -0.17
C8 1.40873 0.15348 -0.41464  -0.20
C9 1.05185 1.38106 -1.24897  -0.15
C10 0.10307 2.41122 -0.59392  -0.14
C11 -0.73355 1.87843 0.52544  -0.11
C12 -1.92837 1.29745 0.13037  0.04
N1 -2.80066 0.80547 1.01612  0.11
C13 -2.57881 0.85784 2.34122  -0.03
C14 -1.42314 1.42779 2.79374  0.02
C15 -0.47515 1.94292 1.90261  -0.10
C16 0.76230 2.59237 2.45685  -0.08
C17 1.77045 1.63167 3.08500  -0.15
O3 1.10378 0.63465 3.87273  -0.06
C18 1.49666 -0.65999 3.60618  -0.51
C19 2.46084 -1.22314 4.60543  0.03
O4 1.04352 -1.26290 2.67705  0.14
H1 -2.69935 -3.47126 0.53640  0.09
H2 -3.43940 -4.71627 -0.51547  0.09
H3 -1.71455 -4.35587 -0.61285  0.07
H4 -0.43462 -2.91888 -1.27703  0.10
H5 -1.08799 -1.24678 -1.22411  0.11
H6 -0.36601 -2.12128 -3.90082  0.12
H7 0.04598 -0.61986 -3.13531  0.10
H8 1.53507 -3.24531 -3.18924  0.11
H9 2.12234 -1.64839 -3.55419  0.11
H10 1.44094 -2.48704 -0.68598  0.09
H11 2.99414 -2.74015 -1.41515  0.11
H12 2.89864 -0.15438 -1.93255  0.11
H13 3.40198 -0.76019 -0.36733  0.10
H14 1.73347 0.51533 0.56187  0.08
H15 0.55390 -0.49677 -0.22660  0.09
H16 0.64345 1.11774 -2.22311  0.10
H17 1.99009 1.89307 -1.46250  0.12
H18 -0.57614 2.74977 -1.39092  0.06
H19 0.64375 3.30040 -0.28536  0.12
H20 -2.20916 1.24782 -0.91282  0.16
H21 -3.66841 0.40314 0.68915  0.18
H22 -3.34237 0.46290 2.99113  0.14
H23 -1.27279 1.48051 3.86020  0.13
H24 1.24296 3.19568 1.69155  0.12
H25 0.44239 3.28099 3.24174  0.13
H26 2.41460 2.20247 3.75567  0.13
H27 2.42652 1.17942 2.34284  0.12
H28 1.88707 -1.69595 5.40256  0.10
H29 3.07092 -0.43678 5.04068  0.09
H30 3.08135 -1.97817 4.13390  0.09
C20 -1.64780 3.75368 -3.32096  -0.47
O5 -0.47275 3.98697 -2.70401  -0.41
H31 -2.53877 3.60435 -2.63121  0.03
H32 -2.00555 4.56134 -4.00540  0.04
H33 -1.68235 2.83624 -3.97268  0.03

Computed properties:
Net charge ... 0
Relative energy (zero: lowest compared OMol25 entry of this formula, charge and spin) ... 312.9 kJ/mol
2S+1 ... 1
LUMO level ... -1.054 eV
HOMO ... -0.1928 Ha